Record 1
# C7H28O7

7 unconnected molecules or ions with the total composition C7H28O7 (ωB97M-V/def2-TZVPD, the Open Molecules 2025 dataset).

Structure (XYZ):
```
42
Properties=species:S:1:pos:R:3:lowdin_charge:R:1
C 1.23 1.88 -2.53 -0.1711
O 1.78 2.00 -1.23 -0.1361
H 1.67 1.05 -3.10 0.0732
H 0.14 1.72 -2.52 0.0680
H 1.43 2.81 -3.06 0.0730
H 1.39 1.31 -0.67 0.0209
C 2.50 -2.53 0.91 -0.0912
O 1.30 -2.26 1.66 -0.1474
H 3.30 -2.89 1.56 0.0889
H 2.31 -3.31 0.17 0.0659
H 2.80 -1.61 0.43 0.0883
H 1.14 -3.01 2.25 0.1039
C -4.73 1.50 -2.67 -0.1565
O -3.67 1.59 -1.73 -0.1292
H -5.71 1.58 -2.19 0.0778
H -4.62 2.30 -3.40 0.0747
H -4.70 0.54 -3.19 0.0749
H -4.05 1.58 -0.85 0.0684
C 1.00 -3.44 -2.31 -0.1745
O 0.77 -4.69 -1.69 -0.1175
H 2.08 -3.27 -2.37 0.0788
H 0.63 -3.40 -3.34 0.0825
H 0.57 -2.60 -1.76 0.0640
H -0.07 -5.03 -2.02 0.0755
C 2.06 0.93 3.38 -0.1646
O 1.64 -0.32 3.89 -0.1173
H 2.95 1.27 3.91 0.0746
H 2.31 0.89 2.32 0.0774
H 1.27 1.68 3.50 0.0552
H 1.51 -0.91 3.14 0.0228
C -0.99 -0.06 -0.18 -0.1284
O 0.38 -0.01 0.18 -0.1486
H -1.24 0.87 -0.68 0.0596
H -1.21 -0.90 -0.85 0.0767
H -1.62 -0.14 0.71 0.0871
H 0.62 -0.80 0.69 0.0337
C -0.97 2.70 1.93 -0.1548
O -0.99 1.88 3.08 -0.1262
H -0.03 2.54 1.39 0.0716
H -1.80 2.45 1.27 0.0647
H -1.04 3.76 2.18 0.0833
H -1.37 2.37 3.81 0.0782
```

Output
ΔE to the lowest compared entry with this formula, charge and spin = 77.0 kcal/mol
DFT total energy = -22042.5405 eV
highest occupied orbital energy = -9.466 eV
F_max = 0.7 eV Å⁻¹
charge = 0

***

Record 2
# C7H30O8

8 unconnected molecules or ions with the total composition C7H30O8 (ωB97M-V/def2-TZVPD, the Open Molecules 2025 dataset).

Structure (XYZ):
```
45
Properties=species:S:1:pos:R:3:lowdin_charge:R:1
C 3.03 6.46 -0.98 -0.1505
O 3.10 6.34 0.48 -0.1201
H 2.23 7.05 -1.42 0.0662
H 3.89 6.97 -1.42 0.0686
H 2.86 5.49 -1.44 0.0734
H 2.87 7.21 0.81 0.0625
C -3.27 -0.30 -0.21 -0.0656
C -1.81 -0.28 -0.73 -0.3234
O -1.63 0.44 -1.95 -0.0927
H -3.33 0.16 0.78 0.0724
H -3.65 -1.32 -0.28 0.0675
H -3.75 0.28 -0.99 0.0696
H -1.35 -1.27 -0.77 0.1003
H -1.20 0.20 0.04 0.0967
H -0.71 0.58 -2.19 0.0775
C 2.96 1.09 4.41 -0.1125
C 4.06 1.25 5.39 -0.3321
O 5.16 0.42 5.02 -0.0851
H 3.34 1.58 3.52 0.0735
H 2.13 1.72 4.72 0.0736
H 2.55 0.09 4.22 0.0798
H 3.71 1.11 6.41 0.1146
H 4.40 2.27 5.19 0.1071
H 5.72 0.74 4.31 0.0812
C -0.95 -7.58 1.08 -0.0792
C -1.59 -8.61 0.15 -0.3609
O -0.86 -9.74 -0.14 -0.0684
H -0.98 -7.94 2.11 0.0687
H -1.46 -6.62 0.96 0.0712
H 0.12 -7.39 0.92 0.0705
H -1.87 -8.14 -0.79 0.1039
H -2.50 -8.97 0.64 0.1076
H -1.43 -10.47 -0.36 0.0867
O -4.41 4.02 -5.50 -0.0540
H -4.25 3.33 -4.86 0.0268
H -3.88 4.76 -5.18 0.0265
O -4.28 -0.74 -5.62 -0.0534
H -3.56 -0.62 -5.00 0.0230
H -3.88 -0.60 -6.48 0.0286
O 3.14 0.43 -4.60 -0.0550
H 3.83 1.08 -4.70 0.0276
H 2.74 0.38 -5.47 0.0275
O -1.93 4.70 3.25 -0.0540
H -2.27 5.47 3.70 0.0274
H -1.05 4.96 2.97 0.0264
```

Output
ΔE to the lowest compared entry with this formula, charge and spin = 70.9 kcal/mol
DFT total energy = -24122.6342 eV
highest occupied orbital energy = -10.077 eV
F_max = 2.2 eV Å⁻¹
charge = 0

***

Record 3
# C7H31N14O8

8 unconnected molecules or ions with the total composition C7H31N14O8 (ωB97M-V/def2-TZVPD, the Open Molecules 2025 dataset).

Structure (XYZ):
```
60
Properties=species:S:1:pos:R:3:lowdin_charge:R:1
O -3.16 -24.24 0.86 0.1882
H -2.94 -23.39 1.33 0.0833
H -3.17 -24.99 1.51 0.0693
H -4.05 -24.12 0.47 0.1113
C -5.45 -22.11 -1.71 -0.6839
O -4.72 -23.07 -1.89 0.0232
N -5.49 -21.04 -2.58 0.1426
N -6.27 -21.98 -0.63 0.1609
H -5.83 -20.13 -2.34 0.0916
H -4.82 -21.10 -3.33 0.0974
H -7.00 -21.29 -0.56 0.0998
H -6.44 -22.82 -0.10 0.0537
C -3.99 -26.53 3.62 -0.5996
O -3.57 -26.12 2.54 -0.0059
N -3.12 -26.78 4.64 0.1796
N -5.31 -26.64 3.93 0.1880
H -2.16 -26.47 4.56 0.0990
H -3.42 -27.41 5.36 0.1007
H -5.47 -27.01 4.85 0.1032
H -6.01 -26.72 3.21 0.0701
C -0.62 -21.49 -0.21 -0.6435
O -0.94 -22.42 0.52 0.0163
N -1.23 -20.26 -0.19 0.1670
N 0.38 -21.63 -1.13 0.1613
H -0.98 -19.63 -0.93 0.0969
H -2.17 -20.29 0.16 0.1102
H 0.72 -20.87 -1.68 0.0972
H 0.79 -22.54 -1.23 0.1067
C -7.08 -25.08 1.38 -0.6377
O -6.34 -24.11 1.32 0.0210
N -6.65 -26.38 1.23 0.1478
N -8.41 -24.96 1.68 0.1629
H -7.35 -27.06 1.00 0.1074
H -5.70 -26.44 0.87 0.0624
H -8.69 -24.02 1.92 0.1068
H -9.10 -25.68 1.55 0.0976
C -3.88 -27.10 -1.38 -0.6294
O -4.20 -26.64 -0.29 0.0047
N -2.70 -26.81 -1.99 0.1780
N -4.74 -27.88 -2.12 0.1623
H -2.11 -26.15 -1.51 0.1114
H -2.40 -27.26 -2.84 0.1013
H -4.44 -28.16 -3.03 0.0957
H -5.67 -27.95 -1.76 0.0997
C -0.10 -26.81 2.29 -0.6755
O -0.37 -25.70 2.71 0.0274
N 1.18 -27.32 2.27 0.1445
N -1.01 -27.59 1.63 0.1590
H 1.80 -26.89 2.94 0.1010
H 1.28 -28.30 2.07 0.0887
H -2.00 -27.49 1.78 0.0711
H -0.80 -28.52 1.30 0.0948
C -2.42 -22.07 3.56 -0.6262
O -3.20 -22.47 2.69 0.0028
N -1.17 -21.65 3.28 0.1857
N -2.75 -22.14 4.88 0.1678
H -0.87 -21.68 2.31 0.0699
H -0.52 -21.46 4.03 0.1046
H -2.07 -21.95 5.59 0.0997
H -3.71 -22.37 5.07 0.1081
```

Output
ΔE to the lowest compared entry with this formula, charge and spin = 0.0 kcal/mol
DFT total energy = -45006.3932 eV
highest occupied orbital energy = -11.805 eV
F_max = 1.4 eV Å⁻¹
charge = +1

***

Record 4
# C7H31NO7

8 unconnected molecules or ions with the total composition C7H31NO7 (ωB97M-V/def2-TZVPD, the Open Molecules 2025 dataset).

Structure (XYZ):
```
46
Properties=species:S:1:pos:R:3:lowdin_charge:R:1
C -1.19 0.74 2.24 -0.1786
C -0.94 -0.65 1.67 -0.2512
C -1.77 -1.77 2.31 -0.2510
C -1.35 -3.18 1.89 -0.1029
C -0.11 1.75 1.82 -0.1964
N -0.45 2.57 0.62 -0.2469
C 0.22 3.87 0.76 -0.0939
C -0.05 1.84 -0.56 -0.1323
H -2.18 1.09 1.94 0.1006
H -1.26 0.72 3.33 0.1154
H 0.13 -0.93 1.76 0.1098
H -0.96 -0.79 0.58 0.0864
H -2.82 -1.54 2.15 0.1026
H -1.65 -1.66 3.40 0.1037
H -0.81 -3.63 2.73 0.0690
H -2.17 -3.91 1.81 0.0676
H -0.88 -3.26 0.91 0.0475
H 0.81 1.17 1.68 0.1101
H 0.14 2.42 2.64 0.1081
H 1.31 3.87 0.64 0.0892
H -0.13 4.29 1.69 0.0812
H -0.15 4.47 -0.08 0.0838
H 1.04 1.66 -0.62 0.0667
H -0.37 2.38 -1.46 0.0983
H -0.60 0.91 -0.67 0.0650
H 3.49 0.69 -0.84 -0.0089
H 3.78 0.16 0.66 0.0318
O 3.54 0.89 0.09 -0.0484
H -3.17 2.42 -0.86 0.0529
H -2.75 1.12 0.13 0.0132
O -3.24 1.51 -0.60 -0.0403
H -2.93 1.26 -2.48 -0.0120
H -2.33 -0.07 -3.12 0.0216
O -2.77 0.76 -3.31 -0.0746
H 3.85 -2.89 -0.38 0.0601
H 4.24 -2.02 -1.57 0.0660
O 3.49 -2.47 -1.16 -0.0336
H -0.06 -3.47 -3.13 0.0337
H 1.16 -2.60 -2.92 -0.0045
O 0.89 -3.45 -3.27 -0.0565
H 1.72 -2.53 -0.81 -0.0059
H 0.76 -1.39 -0.50 0.0208
O 0.80 -2.36 -0.52 -0.0672
H 1.93 0.39 -3.61 0.0500
H 1.54 0.88 -2.18 -0.0176
O 2.27 0.74 -2.79 -0.0328
```

Output
ΔE to the lowest compared entry with this formula, charge and spin = 55.7 kcal/mol
DFT total energy = -23583.3910 eV
highest occupied orbital energy = -9.118 eV
F_max = 2.3 eV Å⁻¹
charge = 0

***

Record 5
# C7H31NO8

9 unconnected molecules or ions with the total composition C7H31NO8 (ωB97M-V/def2-TZVPD, the Open Molecules 2025 dataset).

Structure (XYZ):
```
47
Properties=species:S:1:pos:R:3:lowdin_charge:R:1
C 2.26 -0.37 -2.53 -0.1053
C 1.60 -1.54 -1.81 -0.2644
C 1.81 -1.53 -0.32 -0.1999
C 1.29 -0.29 0.44 -0.1737
N -0.19 1.73 1.86 0.0800
C -0.65 1.30 0.58 -0.3917
C 0.09 0.43 -0.12 -0.0814
C -1.97 1.80 0.03 -0.0282
H 2.19 -0.38 -3.61 0.0711
H 3.33 -0.36 -2.29 0.0851
H 2.00 0.61 -2.12 0.0471
H 0.52 -1.54 -2.01 0.0669
H 1.93 -2.43 -2.34 0.1115
H 1.46 -2.48 0.11 0.1017
H 2.87 -1.62 -0.07 0.1117
H 0.98 -0.62 1.43 0.0660
H 2.15 0.38 0.50 0.1044
H -0.33 1.00 2.54 0.0702
H -0.61 2.57 2.24 0.0957
H -0.36 -0.03 -0.98 0.0669
H -2.02 1.64 -1.04 0.0605
H -2.83 1.28 0.45 0.0536
H -2.00 2.85 0.34 0.0800
H 2.01 2.82 -2.51 0.0262
H 1.69 2.85 -0.99 -0.0072
O 1.35 3.11 -1.87 -0.0822
H -0.80 -2.73 1.20 0.0157
H -0.72 -3.23 2.73 0.0533
O -0.92 -2.50 2.14 -0.0620
H -4.21 -0.76 0.40 0.0358
H -3.89 -0.63 -1.04 0.0592
O -4.20 -1.30 -0.41 -0.0425
H 2.01 2.38 1.29 0.0255
H 1.39 3.68 0.88 0.0479
O 2.19 3.16 0.76 -0.0588
H -2.76 -1.38 1.84 0.0214
H -1.87 -0.36 2.49 0.0116
O -2.77 -0.46 2.15 -0.0656
H 1.66 -0.16 4.35 0.0364
H 1.57 -1.33 3.38 0.0183
O 2.17 -0.63 3.68 -0.0546
H -1.20 -2.22 -1.21 0.0283
H -2.52 -2.16 -0.47 0.0125
O -1.68 -2.64 -0.49 -0.0487
H -0.31 0.14 -3.61 0.0290
H -0.68 1.38 -2.84 0.0311
O -1.05 0.54 -3.14 -0.0585
```

Output
ΔE to the lowest compared entry with this formula, charge and spin = 37.2 kcal/mol
DFT total energy = -25632.0115 eV
highest occupied orbital energy = -8.599 eV
F_max = 1.7 eV Å⁻¹
charge = 0

***

Record 6
# C7H31O10

10 unconnected molecules or ions with the total composition C7H31O10 (ωB97M-V/def2-TZVPD, the Open Molecules 2025 dataset).

Structure (XYZ):
```
48
Properties=species:S:1:pos:R:3:lowdin_charge:R:1
C 0.18 2.53 -1.17 -0.2558
O -0.33 2.84 0.12 -0.1563
C 0.06 1.06 -1.59 -0.1726
C 0.94 0.06 -0.81 -0.1711
C 0.22 -0.59 0.38 -0.1541
C 0.84 -1.28 2.68 0.0181
C 1.11 -1.29 1.38 -0.3500
C 2.28 -2.05 0.84 -0.0543
H -0.35 3.13 -1.92 0.1047
H 1.24 2.83 -1.17 0.1145
H -0.98 0.76 -1.52 0.0851
H 0.32 1.02 -2.66 0.1094
H 1.26 -0.72 -1.49 0.0775
H 1.83 0.57 -0.46 0.0975
H -0.48 -1.32 -0.02 0.1196
H -0.43 0.13 0.87 0.0946
H 1.48 -1.77 3.41 0.0575
H 0.00 -0.74 3.11 0.0445
H 2.05 -2.54 -0.11 0.0803
H 2.60 -2.84 1.52 0.0732
H 3.12 -1.36 0.71 0.0838
H -2.97 0.22 -0.22 -0.0035
H -3.15 -1.22 0.29 0.0324
O -3.26 -0.68 -0.52 -0.1016
H -0.58 -2.38 -3.01 -0.0123
H -0.02 -3.79 -2.85 0.0308
O 0.22 -2.92 -3.16 -0.0738
H 4.58 2.66 1.02 0.0268
H 3.20 2.02 1.33 -0.0225
O 4.11 1.81 1.01 -0.1141
H 0.92 2.64 1.28 0.0261
H 1.34 1.79 2.51 0.0424
O 1.65 2.53 1.96 -0.0867
H -1.23 2.34 0.27 0.0232
H -3.23 2.30 0.36 0.0176
O -2.53 1.65 0.49 -0.3093
H 3.09 -0.91 -3.08 0.0109
H 2.06 -1.94 -3.56 -0.0133
O 2.94 -1.58 -3.75 -0.0678
H -2.53 -1.33 -1.90 0.0149
H -2.01 -0.72 -3.20 0.0407
O -2.09 -1.57 -2.77 -0.0838
H -1.84 -1.89 2.74 0.0003
H -2.79 -0.69 2.77 -0.0063
O -2.75 -1.65 2.55 -0.0924
H -1.81 1.35 3.25 0.0297
H -2.64 1.31 1.93 -0.0194
O -2.67 1.05 2.93 -0.1351
```

Output
ΔE to the lowest compared entry with this formula, charge and spin = 0.0 kcal/mol
DFT total energy = -28240.6106 eV
highest occupied orbital energy = -6.766 eV
F_max = 0.7 eV Å⁻¹
charge = -1